# 1
Molecular formula: C13H21NO2
Method: DFT, wB97M-V/def2-TZVPD

Element x y z (Å)
C -2.0161 3.8495 -2.6352
C -2.1792 2.8868 -3.6483
C -1.1240 2.1092 -4.0130
N 0.0970 2.2039 -3.4311
C 0.3191 3.1548 -2.4461
C -0.6800 4.0562 -2.1092
H -2.7932 4.5903 -2.5176
H -3.1279 2.7083 -4.1326
H -1.2636 1.3717 -4.7895
H 1.2648 3.3262 -1.9535
H -0.5188 4.8602 -1.4063
C 0.8253 0.0060 -0.2470
C -0.7050 -0.3546 -0.5769
C -0.5985 -1.0331 -1.9756
O 0.7175 -1.5497 -2.0654
C 1.4865 -1.2091 -0.8816
H 0.9534 0.1108 0.8304
H 0.9726 0.9769 -0.7199
H -1.3921 0.4858 -0.4784
H -1.1070 -1.0488 0.1610
H -0.7004 -0.3216 -2.7950
H -1.3579 -1.8142 -2.0146
H 2.4945 -0.9304 -1.1890
H 1.4510 -2.0369 -0.1734
C 0.8118 -3.0579 3.2204
C -0.1311 -2.2125 4.0649
C 0.1172 -0.8129 3.6446
O 1.4946 -0.7576 3.2468
C 1.9349 -2.0572 3.0291
H 0.3669 -3.3748 2.2771
H 0.9652 -4.0043 3.7389
H 0.1401 -2.3966 5.1044
H -1.2021 -2.4092 4.0154
H -0.1384 -0.1165 4.4432
H -0.4455 -0.6438 2.7265
H 2.7758 -2.3019 3.6781
H 2.2926 -2.2533 2.0183

Summary:
- strongest force on any atom (Eh/bohr) = 0.056
- total charge = 0
- HOMO (Eh) = -0.3410
- energy above the lowest of the compared OMol25 structures with the same formula, charge and spin (kcal per mole) = 65.4
- frontier orbital gap (eV) = 9.958
- E_LUMO (Ha) = 0.0249

Here are the natural (NBO) charges for atoms 1 to 5, given in e: -0.167 -0.257 0.021 -0.413 0.010

***

# 2
Molecular formula: C13H21NO2
Method: DFT, wB97M-V/def2-TZVPD

Element x y z (Å)
N -2.8416 -2.6704 -0.4886
C -1.7467 -2.3153 -0.3104
C -0.3550 -1.8361 -0.1169
O -0.3520 -0.5604 0.6113
C -0.8030 0.7204 0.1027
O -1.5456 0.5605 -1.0762
C -1.7181 1.4381 1.1327
C -2.1258 2.8728 0.7369
C -0.8690 3.6924 0.5621
C -0.0415 3.1287 -0.5826
C 0.3749 1.6679 -0.2343
C 0.3494 -2.8371 0.8510
C 1.8609 -2.5226 1.0394
C 2.5970 -2.4037 -0.2820
C 1.8934 -1.3836 -1.1811
C 0.4208 -1.7661 -1.4433
H -2.2536 -0.0799 -0.9754
H -1.0953 1.5283 2.0563
H -2.5928 0.8091 1.3158
H -2.7426 3.2757 1.5507
H -2.7500 2.8956 -0.2057
H -0.2929 3.7047 1.4867
H -1.1067 4.7089 0.3303
H -0.6227 3.1440 -1.5113
H 0.8735 3.7618 -0.6972
H 1.0499 1.6553 0.6513
H 0.9090 1.2647 -1.0835
H 0.2420 -3.8595 0.4709
H -0.0914 -2.8438 1.8654
H 2.3390 -3.2786 1.6888
H 1.8929 -1.5627 1.5651
H 3.6145 -2.0536 -0.0941
H 2.6634 -3.3812 -0.8062
H 2.0238 -0.4094 -0.7199
H 2.4536 -1.3161 -2.1244
H 0.4061 -2.7367 -1.9400
H -0.0179 -1.0121 -2.1439

Summary:
- strongest force on any atom (Eh/bohr) = 0.037
- total charge = 0
- HOMO (Eh) = -0.3633
- energy above the lowest of the compared OMol25 structures with the same formula, charge and spin (kcal per mole) = 12.9
- frontier orbital gap (eV) = 10.693
- E_LUMO (Ha) = 0.0296

Here are the natural (NBO) charges for atoms 1 to 5, given in e: -0.323 0.276 0.162 -0.570 0.558

***

# 3
Molecular formula: C13H22AsINO5
Method: DFT, wB97M-V/def2-TZVPD

Element x y z (Å)
C -1.3601 0.6820 3.8274
C -0.2914 -0.3095 4.1721
O 0.6995 0.0155 4.7378
O -0.5729 -1.5979 3.8606
C -0.1513 -2.0631 2.5502
O -1.0081 -2.4986 1.8600
C 1.2775 -1.9845 2.2919
As 1.8753 -1.0826 0.5252
I 4.2870 -2.4263 0.8554
C 0.2249 0.0535 0.2873
C -0.8379 -0.4224 -0.6859
C -2.0089 0.5997 -0.8172
C -2.0252 1.2632 -2.1857
N -0.8556 2.0957 -2.3893
C -0.7009 3.3503 -1.8488
C 0.5330 3.8425 -2.2175
C 1.1599 2.8451 -2.9994
C 0.2759 1.7906 -3.0854
C 1.1702 -2.7052 -0.5127
O 1.2830 -2.4488 -1.8925
O 0.2802 -3.2616 -2.5484
H -1.1033 1.2111 2.9191
H -2.3357 0.2207 3.7588
H -1.3687 1.4062 4.6322
H 1.6528 -3.0032 2.2686
H 1.8119 -1.4901 3.0899
H 2.4570 -0.5081 -0.8026
H 2.4895 0.0686 1.3763
H -0.2221 0.3609 1.2295
H 0.6233 0.9788 -0.1310
H -1.2718 -1.3709 -0.4022
H -0.3726 -0.4900 -1.6607
H -2.9578 0.0943 -0.6728
H -1.8865 1.3752 -0.0672
H -2.9007 1.8938 -2.3161
H -2.0364 0.4933 -2.9478
H -1.4969 3.7665 -1.2621
H 0.9262 4.7999 -1.9363
H 2.1366 2.8887 -3.4345
H 0.4482 0.8584 -3.5888
H 0.1659 -2.9841 -0.2168
H 1.8288 -3.5309 -0.2495
H 0.1581 -2.7767 -3.3713

Summary:
- strongest force on any atom (Eh/bohr) = 0.043
- total charge = -1
- HOMO (Eh) = -0.1689
- frontier orbital gap (eV) = 7.289
- E_LUMO (Ha) = 0.0990

Here are the natural (NBO) charges for atoms 1 to 5, given in e: -0.733 0.808 -0.548 -0.590 0.808

***

# 4
Molecular formula: C13H22Cl12O9
Method: DFT, wB97M-V/def2-TZVPD

Element x y z (Å)
C -4.1399 -10.7133 3.3428
O -3.1832 -11.5907 3.9648
C -3.4714 -12.8768 4.1639
O -4.5122 -13.4639 3.6949
O -2.3318 -13.4620 4.7546
C -2.2809 -14.8553 4.9030
H -4.2656 -10.9368 2.2835
H -3.8791 -9.6600 3.4463
H -5.1030 -10.9297 3.8051
H -1.2663 -15.2097 5.0848
H -2.7199 -15.3496 4.0364
H -2.7990 -15.2703 5.7676
C 0.7032 -12.0003 4.9719
O 1.9289 -11.3129 4.7467
C 2.1106 -10.1102 5.3015
O 1.2996 -9.4767 5.9929
O 3.2189 -9.5103 4.7836
C 3.5605 -8.1228 5.1285
H 0.2935 -11.9620 5.9813
H 0.8121 -12.9888 4.5257
H -0.0500 -11.5864 4.3016
H 2.7796 -7.4239 4.8286
H 4.4611 -7.9115 4.5520
H 3.8893 -8.0272 6.1634
C 4.4443 -14.1459 5.4044
O 5.7658 -14.5199 5.3280
C 6.5159 -14.0304 4.2879
O 6.1320 -13.3064 3.3686
O 7.8470 -14.3660 4.5056
C 8.8074 -14.1249 3.4541
H 3.8135 -14.9913 5.6792
H 4.0738 -13.9743 4.3938
H 4.3976 -13.3065 6.0982
H 9.0360 -13.0675 3.3206
H 8.4872 -14.4818 2.4752
H 9.7605 -14.5979 3.6906
Cl 3.0024 -16.5529 3.0978
C 1.5212 -17.0352 3.9621
Cl 0.1920 -17.1652 2.7617
Cl 1.1088 -15.8477 5.2583
H 1.6165 -18.0228 4.4136
Cl 1.0669 -22.7763 7.3641
C 1.1534 -21.0160 7.4643
Cl 2.1985 -20.3260 6.2004
Cl 1.6550 -20.4534 9.1183
H 0.1427 -20.6244 7.3494
Cl 3.4633 -22.0415 1.3488
C 2.5038 -21.6377 2.7731
Cl 1.5411 -23.0754 3.2000
Cl 1.6037 -20.1091 2.4766
H 3.1808 -21.4834 3.6133
Cl -1.9131 -19.3011 0.2235
C -2.0623 -17.5422 0.2434
Cl -2.8411 -16.9923 1.7639
Cl -2.9570 -16.9756 -1.1634
H -1.0594 -17.1157 0.2271

Summary:
- strongest force on any atom (Eh/bohr) = 0.110
- total charge = 0
- HOMO (Eh) = -0.3860
- energy above the lowest of the compared OMol25 structures with the same formula, charge and spin (kcal per mole) = 48.6
- frontier orbital gap (eV) = 10.665
- E_LUMO (Ha) = 0.0059

Here are the natural (NBO) charges for atoms 1 to 5, given in e: -0.254 -0.495 0.988 -0.647 -0.511